{"formula": "C13H35BrO5", "method": "ωB97M-V/def2-TZVPD", "symbols": ["Br", "C", "C", "C", "O", "H", "H", "H", "H", "H", "H", "H", "C", "C", "C", "O", "H", "H", "H", "H", "H", "H", "H", "H", "C", "C", "C", "O", "H", "H", "H", "H", "H", "H", "H", "H", "C", "C", "C", "O", "H", "H", "H", "H", "H", "H", "H", "H", "C", "O", "H", "H", "H", "H"], "coordinates": [[-0.54282, 0.06718, -1.09299], [-3.93834, -1.78475, -1.23984], [-5.14558, -0.82240, -1.53359], [-6.51853, -1.41870, -0.98922], [-4.98973, 0.51933, -1.24468], [-3.89731, -1.89643, -0.15635], [-3.00687, -1.48578, -1.72055], [-4.17064, -2.76905, -1.64638], [-5.24606, -0.96684, -2.60930], [-6.65335, -0.95231, -0.01330], [-6.58252, -2.49020, -0.79977], [-7.35534, -1.12606, -1.62342], [-0.99158, -3.20955, 3.17261], [-0.56537, -1.78163, 3.25831], [1.00251, -1.83062, 3.33383], [-0.97482, -1.18882, 2.02834], [-0.77910, -3.86871, 4.01430], [-0.59512, -3.70395, 2.28577], [-2.07311, -3.14742, 3.05208], [-0.95547, -1.19224, 4.08810], [1.35393, -2.46244, 2.51811], [1.36334, -2.19869, 4.29426], [1.26995, -0.79499, 3.12396], [-0.40154, -1.46615, 1.30998], [5.07529, 0.91107, -1.09136], [3.93785, -0.09219, -1.40402], [3.38566, -0.71762, -0.07072], [2.97795, 0.64606, -2.10875], [5.80597, 0.55879, -0.36328], [4.51788, 1.76508, -0.70658], [5.61664, 1.23699, -1.97951], [4.31477, -0.80985, -2.13271], [2.68874, -1.47168, -0.43650], [2.81677, 0.05460, 0.44712], [4.17027, -1.22408, 0.49141], [2.11048, 0.31007, -1.87169], [1.91887, 2.96907, 0.88305], [0.75495, 2.98306, 1.87165], [0.15653, 4.17729, 2.43679], [-0.33077, 2.15348, 1.55076], [1.74352, 2.33096, 0.01694], [2.84485, 2.85079, 1.44579], [1.96833, 3.98932, 0.50256], [1.25993, 2.42993, 2.66356], [-0.45120, 3.88007, 3.29145], [-0.29830, 4.75762, 1.63402], [0.99223, 4.76309, 2.81960], [-0.07450, 1.66450, 0.76538], [0.39865, 0.17368, -5.37561], [-0.12511, 0.84878, -4.21510], [-0.27014, -0.49163, -5.92168], [0.60484, 0.88837, -6.17236], [1.37936, -0.29256, -5.28114], [0.50316, 0.72816, -3.49933]], "lowdin_spin": [0.008, 0.001, 0.000, 0.000, 0.000, 0.000, 0.000, 0.000, 0.000, 0.000, 0.000, 0.000, 0.013, 0.002, 0.059, 0.000, 0.006, 0.004, 0.001, 0.001, 0.010, 0.020, 0.008, 0.000, 0.295, 0.039, 0.074, 0.024, 0.117, 0.021, 0.072, 0.021, 0.006, 0.004, 0.060, 0.001, 0.039, 0.010, 0.010, 0.001, 0.001, 0.031, 0.008, 0.007, 0.001, 0.000, 0.006, 0.000, 0.010, 0.001, 0.001, 0.002, 0.004, 0.000], "homo_ev": [4.93, 1.98], "charge": -3, "multiplicity": 2}

=====

{"formula": "C13H35ClCoNO7", "method": "ωB97M-V/def2-TZVPD", "symbols": ["Co", "Cl", "C", "C", "O", "O", "H", "H", "H", "H", "H", "H", "C", "C", "O", "O", "H", "H", "H", "H", "H", "H", "C", "O", "C", "C", "N", "C", "C", "O", "C", "H", "H", "H", "H", "H", "H", "H", "H", "H", "H", "H", "H", "H", "H", "H", "C", "C", "C", "O", "H", "H", "H", "H", "H", "H", "H", "H"], "coordinates": [[-5.29626, 23.56542, -2.30722], [-3.69524, 20.45741, -1.22218], [-0.48042, 17.31062, -4.91162], [0.15256, 16.55008, -6.10665], [0.02894, 15.13827, -5.94384], [-1.83709, 16.95575, -4.67099], [-0.34202, 18.38942, -4.98360], [0.04125, 17.01793, -4.00042], [1.20565, 16.82785, -6.15075], [-0.23598, 16.82568, -7.08705], [-0.91614, 14.98377, -5.87645], [-2.23818, 17.45132, -3.95326], [-4.84381, 15.96433, 1.94239], [-4.75275, 14.76534, 1.02220], [-5.96185, 14.05142, 1.26356], [-5.86444, 16.83736, 1.43654], [-3.91460, 16.53356, 1.96760], [-5.06211, 15.77570, 2.99351], [-3.86659, 14.18790, 1.28560], [-4.68419, 15.20461, 0.02700], [-6.61884, 14.74870, 1.20217], [-5.40214, 17.58133, 1.04363], [-6.91715, 21.97502, -4.65832], [-6.63305, 23.30873, -4.09943], [-7.44567, 24.24398, -4.76769], [-7.09701, 25.71449, -4.30367], [-7.00348, 25.58716, -2.84274], [-6.42242, 26.79545, -2.21858], [-6.03165, 26.43928, -0.74414], [-5.47251, 25.15599, -0.68810], [-5.17606, 24.79285, 0.64242], [-6.26297, 21.19798, -4.26290], [-6.74450, 21.89717, -5.73174], [-7.88254, 21.56814, -4.35741], [-8.47407, 23.93115, -4.58701], [-7.32269, 24.18579, -5.84917], [-7.86626, 26.39231, -4.67371], [-6.18376, 26.05885, -4.78893], [-7.96191, 25.63080, -2.52713], [-7.16633, 27.57973, -2.35857], [-5.52537, 27.17322, -2.70919], [-6.98902, 26.41304, -0.22370], [-5.35489, 27.19068, -0.33730], [-4.49794, 25.51251, 1.10104], [-4.76353, 23.78416, 0.62065], [-6.05941, 24.66580, 1.26823], [2.77002, 17.51627, 1.01426], [1.36995, 18.03506, 1.23732], [1.17691, 18.32320, 2.76937], [1.13318, 19.10629, 0.43802], [3.05215, 16.59216, 1.51876], [3.40161, 18.32023, 1.39220], [2.97524, 17.40505, -0.05046], [0.66875, 17.23592, 0.99691], [1.52999, 17.57619, 3.48029], [0.12025, 18.40905, 3.02274], [1.68340, 19.24995, 3.03902], [0.18188, 19.22886, 0.39793]], "lowdin_spin": [2.407, 0.580, 0.000, 0.000, 0.000, 0.000, 0.000, 0.000, 0.000, 0.000, 0.000, 0.000, 0.000, 0.000, 0.000, 0.000, 0.000, 0.000, 0.000, 0.000, 0.000, 0.000, -0.001, 0.004, 0.002, 0.000, 0.007, 0.000, 0.001, 0.004, -0.002, -0.002, 0.000, 0.000, 0.000, 0.000, 0.000, 0.000, 0.000, 0.000, 0.000, 0.000, 0.000, 0.000, -0.004, 0.000, 0.000, 0.000, 0.000, 0.000, 0.000, 0.000, 0.000, 0.000, 0.000, 0.000, 0.000, 0.000], "homo_ev": [-11.45, -11.45], "charge": 1, "multiplicity": 4}

=====

{"formula": "C13H36F2N4O8S2", "method": "ωB97M-V/def2-TZVPD", "symbols": ["N", "S", "O", "O", "F", "S", "O", "O", "F", "C", "O", "H", "H", "H", "C", "C", "C", "O", "C", "N", "H", "H", "H", "H", "H", "H", "H", "H", "H", "H", "H", "C", "C", "C", "O", "C", "N", "H", "H", "H", "H", "H", "H", "H", "H", "H", "H", "H", "C", "C", "C", "O", "C", "N", "H", "H", "H", "H", "H", "H", "H", "H", "H", "H", "H"], "coordinates": [[-7.14970, 1.38715, -1.22476], [-7.01142, 2.63940, -0.33476], [-6.59052, 2.41058, 1.06208], [-7.88010, 3.79827, -0.65319], [-5.66708, 3.28284, -0.90048], [-8.41347, 0.83170, -0.24681], [-9.50698, 1.64646, 0.15230], [-8.02282, -0.22533, 0.65131], [-9.06254, -0.07826, -1.42350], [-0.55114, 0.18086, -0.63824], [-0.65487, 1.03008, -1.73007], [0.21178, -0.59594, -0.58683], [-0.18725, 0.72978, 0.23032], [-1.55330, -0.21909, -0.48391], [6.11792, -2.28252, -1.58377], [6.28191, -1.12904, -0.59245], [7.33618, -1.53816, 0.44331], [7.57713, -0.34687, 1.25391], [8.58954, -0.52942, 2.22837], [6.47998, 0.07108, -1.30321], [5.38392, -1.96688, -2.32518], [5.67853, -3.13020, -1.05795], [7.05370, -2.56275, -2.06737], [5.34452, -1.12232, -0.03627], [8.23788, -1.73938, -0.13509], [7.13988, -2.43296, 1.03398], [9.49956, -0.88430, 1.74460], [8.23555, -1.37275, 2.82133], [8.93792, 0.30700, 2.83429], [7.04498, -0.29678, -2.05524], [7.17481, 0.58957, -0.78506], [-1.29036, 6.83069, 3.01158], [0.07146, 6.62498, 2.31982], [0.98282, 5.61664, 3.02104], [1.87560, 5.00389, 2.05002], [2.79052, 4.20498, 2.79236], [-0.19842, 6.25934, 0.96328], [-1.22670, 6.90150, 4.09741], [-1.92160, 5.94667, 2.92131], [-1.81948, 7.73334, 2.70606], [0.56188, 7.59670, 2.37782], [0.39537, 4.95688, 3.65956], [1.60066, 6.03141, 3.81750], [3.59871, 4.82864, 3.17441], [3.21663, 3.51015, 2.06866], [2.26167, 3.61282, 3.53919], [-0.75033, 7.01296, 0.57915], [-0.85469, 5.49455, 0.89607], [-4.77253, -6.21377, -0.64237], [-4.07251, -5.22943, -1.65570], [-3.16875, -5.89692, -2.65490], [-2.41920, -4.86551, -3.34961], [-1.19836, -5.36563, -3.96266], [-5.19617, -4.51788, -2.25951], [-4.82817, -7.22642, -1.04181], [-5.76577, -5.89042, -0.33087], [-4.21857, -6.29464, 0.29287], [-3.46560, -4.55444, -1.05224], [-3.73819, -6.56954, -3.29632], [-2.51661, -6.39226, -1.93557], [-1.27530, -5.74806, -4.98047], [-0.60630, -6.05528, -3.36105], [-0.59163, -4.46119, -4.00693], [-5.68780, -4.11329, -1.47546], [-5.84659, -5.22351, -2.57436]], "mulliken_charge": [-0.286, 1.105, -0.599, -0.621, -0.276, 1.108, -0.534, -0.586, -0.313, -0.368, -0.909, 0.120, 0.059, 0.107, -1.616, 0.349, -0.775, -0.302, -0.754, -0.641, 0.412, 0.424, 0.415, 0.293, 0.297, 0.456, 0.307, 0.298, 0.256, 0.292, 0.287, -1.526, 0.524, -0.730, -0.305, -0.773, -0.664, 0.363, 0.406, 0.392, 0.198, 0.348, 0.357, 0.278, 0.269, 0.324, 0.262, 0.273, -1.454, 0.489, -0.696, -0.293, -0.735, -0.740, 0.314, 0.438, 0.351, 0.397, 0.256, 0.325, 0.255, 0.311, 0.286, 0.260, 0.236], "homo_ev": 0.49, "charge": -2, "de_lowest_kj_mol": 145.9}